{"formula": "C44H36O3P3Pt", "method": "ωB97M-V/def2-TZVPD", "molar_mass_da": 900.77, "total_charge": 1, "energy_ev": -83466.70321, "homo_ev": -10.74, "largest_force_ha_per_bohr": 0.0182, "species": ["Pt", "O", "C", "C", "C", "C", "C", "C", "C", "P", "C", "C", "C", "C", "C", "C", "C", "C", "C", "C", "C", "C", "H", "H", "H", "H", "H", "H", "H", "H", "H", "H", "H", "H", "H", "H", "O", "P", "C", "P", "O", "C", "C", "C", "C", "C", "C", "C", "C", "C", "C", "C", "C", "C", "C", "C", "C", "C", "C", "C", "C", "C", "C", "C", "C", "H", "H", "H", "H", "H", "H", "H", "H", "H", "H", "H", "H", "H", "H", "H", "H", "H", "H", "H", "H", "H", "H"], "coordinates": [[0.175, -0.292, -0.281], [2.668, 0.182, 0.275], [2.051, -0.504, -0.497], [2.640, -1.348, -1.589], [3.966, -1.264, -1.976], [4.374, -2.004, -3.080], [3.468, -2.804, -3.768], [2.141, -2.898, -3.358], [1.737, -2.167, -2.253], [0.119, -2.137, -1.441], [0.176, -3.568, -0.311], [1.076, -4.615, -0.492], [1.124, -5.661, 0.419], [0.270, -5.670, 1.512], [-0.635, -4.633, 1.693], [-0.679, -3.584, 0.790], [-1.119, -2.531, -2.686], [-1.769, -3.762, -2.705], [-2.673, -4.045, -3.722], [-2.929, -3.106, -4.708], [-2.290, -1.871, -4.684], [-1.392, -1.580, -3.672], [4.649, -0.620, -1.439], [5.399, -1.941, -3.418], [3.797, -3.361, -4.635], [1.443, -3.531, -3.891], [1.747, -4.621, -1.341], [1.832, -6.465, 0.275], [0.316, -6.481, 2.227], [-1.297, -4.632, 2.549], [-1.368, -2.766, 0.960], [-1.571, -4.497, -1.937], [-3.174, -5.004, -3.741], [-3.632, -3.333, -5.499], [-2.495, -1.138, -5.452], [-0.897, -0.616, -3.646], [-0.663, -0.303, 2.011], [-1.750, 0.526, 2.627], [-1.322, 2.280, 2.449], [-1.358, 2.823, 0.721], [-0.852, 1.746, -0.205], [-3.054, 3.283, 0.377], [-3.655, 2.780, -0.772], [-4.970, 3.115, -1.064], [-5.680, 3.949, -0.216], [-5.081, 4.457, 0.932], [-3.772, 4.123, 1.229], [-0.338, 4.291, 0.645], [1.033, 4.130, 0.872], [1.875, 5.225, 0.823], [1.359, 6.486, 0.546], [0.005, 6.649, 0.305], [-0.846, 5.553, 0.352], [-3.340, 0.304, 1.822], [-4.507, 0.872, 2.332], [-5.711, 0.701, 1.669], [-5.758, -0.044, 0.497], [-4.601, -0.611, -0.017], [-3.395, -0.434, 0.644], [-1.974, 0.237, 4.379], [-2.969, -0.616, 4.852], [-3.052, -0.906, 6.205], [-2.140, -0.351, 7.091], [-1.138, 0.491, 6.627], [-1.053, 0.782, 5.276], [-0.294, 2.388, 2.805], [-1.968, 2.921, 3.052], [-3.091, 2.124, -1.424], [-5.440, 2.723, -1.957], [-6.705, 4.209, -0.447], [-5.635, 5.113, 1.590], [-3.310, 4.532, 2.121], [1.445, 3.145, 1.065], [2.935, 5.098, 0.996], [2.020, 7.342, 0.512], [-0.392, 7.628, 0.073], [-1.901, 5.685, 0.150], [-4.478, 1.457, 3.245], [-6.614, 1.142, 2.069], [-6.701, -0.184, -0.015], [-4.635, -1.187, -0.933], [-2.490, -0.873, 0.238], [-3.680, -1.059, 4.166], [-3.828, -1.567, 6.567], [-2.207, -0.578, 8.146], [-0.422, 0.915, 7.317], [-0.258, 1.430, 4.926]]}


{"formula": "C44H36O6P2STi", "method": "ωB97M-V/def2-TZVPD", "spin_multiplicity": 3, "molar_mass_da": 802.65, "s_squared": 2.00, "energy_ev": -111027.02014, "homo_ev": [-6.74, -8.20], "largest_force_ha_per_bohr": 0.0335, "species": ["Ti", "O", "C", "O", "C", "C", "C", "C", "C", "O", "C", "C", "O", "O", "H", "H", "H", "H", "H", "H", "H", "H", "O", "S", "C", "C", "C", "C", "C", "C", "P", "C", "C", "C", "C", "C", "C", "C", "C", "C", "C", "C", "C", "C", "C", "C", "C", "C", "C", "P", "C", "C", "C", "C", "C", "C", "C", "C", "C", "C", "C", "C", "H", "H", "H", "H", "H", "H", "H", "H", "H", "H", "H", "H", "H", "H", "H", "H", "H", "H", "H", "H", "H", "H", "H", "H", "H", "H", "H", "H"], "coordinates": [[0.343, 0.560, 0.377], [-2.476, 2.309, 0.604], [-1.893, 1.428, 1.205], [-1.644, 0.230, 0.731], [-1.312, 1.690, 2.615], [-0.810, 0.378, 3.228], [-0.534, 0.505, 4.722], [0.771, 1.333, 4.732], [1.007, 1.554, 3.243], [0.532, 0.308, 2.652], [0.013, 2.557, 2.644], [0.540, 3.068, 1.284], [0.185, 4.145, 0.860], [1.379, 2.255, 0.676], [-2.087, 2.173, 3.209], [-1.369, -0.500, 2.924], [-1.361, 0.995, 5.235], [-0.389, -0.476, 5.169], [0.682, 2.279, 5.266], [1.596, 0.772, 5.168], [2.037, 1.714, 2.946], [-0.131, 3.434, 3.272], [1.493, -2.557, 1.606], [0.666, -2.033, 0.499], [-0.909, -2.904, 0.583], [-1.115, -3.635, 1.742], [-2.373, -4.166, 1.997], [-3.410, -3.939, 1.106], [-3.186, -3.212, -0.057], [-1.928, -2.694, -0.345], [-1.512, -1.829, -1.902], [-1.304, -3.278, -3.013], [-1.751, -4.567, -2.732], [-1.519, -5.604, -3.624], [-0.842, -5.368, -4.813], [-0.395, -4.088, -5.104], [-0.618, -3.055, -4.205], [-3.114, -1.124, -2.430], [-3.695, -0.128, -1.643], [-4.832, 0.534, -2.079], [-5.397, 0.222, -3.308], [-4.820, -0.760, -4.099], [-3.684, -1.430, -3.665], [1.400, -2.668, -1.017], [1.399, -4.041, -1.207], [2.073, -4.586, -2.286], [2.763, -3.751, -3.153], [2.765, -2.379, -2.952], [2.074, -1.804, -1.888], [1.984, 0.002, -1.578], [3.606, 0.735, -1.944], [4.204, 1.396, -0.872], [5.429, 2.029, -1.031], [6.063, 2.014, -2.262], [5.465, 1.375, -3.341], [4.243, 0.744, -3.186], [0.836, 0.638, -2.851], [-0.223, 1.409, -2.378], [-1.165, 1.951, -3.238], [-1.055, 1.717, -4.600], [-0.007, 0.946, -5.089], [0.931, 0.407, -4.221], [-0.295, -3.755, 2.438], [-2.543, -4.738, 2.899], [-4.398, -4.331, 1.311], [-3.997, -3.043, -0.754], [-2.278, -4.772, -1.808], [-1.872, -6.601, -3.390], [-0.662, -6.179, -5.507], [0.135, -3.892, -6.029], [-0.257, -2.059, -4.429], [-3.234, 0.150, -0.702], [-5.265, 1.309, -1.460], [-6.281, 0.745, -3.649], [-5.254, -1.011, -5.059], [-3.250, -2.198, -4.292], [0.871, -4.678, -0.507], [2.063, -5.655, -2.446], [3.302, -4.168, -3.994], [3.324, -1.753, -3.634], [3.689, 1.438, 0.080], [5.879, 2.543, -0.191], [7.016, 2.510, -2.389], [5.948, 1.377, -4.310], [3.785, 0.285, -4.051], [-0.367, 1.654, -1.324], [-1.983, 2.530, -2.830], [-1.786, 2.132, -5.282], [0.076, 0.758, -6.152], [1.723, -0.216, -4.616]]}


{"formula": "C44H37ClN3O8", "method": "ωB97M-V/def2-TZVPD", "molar_mass_da": 771.25, "total_charge": 1, "energy_ev": -79580.71992, "homo_ev": -8.99, "largest_force_ha_per_bohr": 0.0808, "species": ["C", "N", "C", "C", "C", "C", "C", "C", "C", "C", "N", "C", "C", "C", "H", "H", "H", "H", "H", "H", "H", "H", "H", "H", "H", "H", "H", "H", "Cl", "O", "O", "O", "O", "C", "C", "C", "C", "N", "H", "H", "H", "H", "H", "H", "H", "C", "C", "C", "C", "C", "C", "C", "O", "C", "C", "C", "C", "C", "C", "C", "O", "H", "H", "H", "H", "H", "H", "H", "H", "C", "C", "C", "C", "C", "C", "C", "O", "C", "C", "C", "C", "C", "C", "C", "O", "H", "H", "H", "H", "H", "H", "H", "H"], "coordinates": [[-1.919, -5.015, 7.386], [-0.881, -4.363, 6.621], [0.290, -5.020, 6.399], [1.329, -4.269, 5.887], [1.244, -2.888, 5.676], [0.037, -2.214, 5.950], [-1.063, -3.048, 6.348], [2.339, -2.135, 5.065], [3.586, -2.572, 5.345], [4.791, -2.081, 4.834], [4.703, -0.882, 4.192], [3.477, -0.274, 3.928], [2.298, -0.917, 4.320], [5.923, -0.114, 3.993], [-2.135, -4.359, 8.229], [-1.541, -5.985, 7.711], [-2.771, -5.095, 6.712], [0.348, -6.030, 6.776], [2.230, -4.835, 5.702], [0.015, -1.134, 5.963], [-2.003, -2.687, 6.736], [3.852, -3.454, 5.909], [5.745, -2.552, 5.015], [3.566, 0.687, 3.443], [1.380, -0.401, 4.081], [5.889, 0.545, 4.860], [5.798, 0.454, 3.072], [6.783, -0.780, 3.918], [1.936, 4.502, 0.692], [1.103, 5.220, -0.242], [2.677, 3.524, -0.087], [2.720, 5.390, 1.525], [1.137, 3.688, 1.514], [4.249, 11.668, 0.913], [3.501, 10.352, 0.656], [3.336, 9.977, -0.778], [4.613, 9.372, -1.179], [5.651, 8.917, -1.495], [4.214, 11.686, 2.002], [3.811, 12.501, 0.363], [5.297, 11.765, 0.630], [2.475, 10.710, 0.741], [3.555, 9.598, 1.442], [3.175, 10.923, -1.296], [2.543, 9.249, -0.952], [-4.377, -5.149, 2.403], [-3.673, -6.217, 2.798], [-2.305, -6.340, 2.551], [-1.584, -5.242, 1.999], [-2.281, -4.048, 1.606], [-3.700, -4.080, 1.766], [-1.580, -2.958, 0.763], [-2.174, -2.078, 0.105], [-0.079, -3.020, 0.577], [0.681, -2.015, -0.090], [2.094, -2.174, -0.253], [2.691, -3.285, 0.322], [1.963, -4.286, 0.982], [0.572, -4.237, 1.111], [-0.083, -5.422, 1.705], [0.450, -6.499, 2.034], [-5.451, -5.147, 2.516], [-4.224, -7.117, 3.028], [-1.752, -7.174, 2.958], [-4.254, -3.172, 1.577], [0.207, -1.116, -0.455], [2.715, -1.406, -0.692], [3.770, -3.341, 0.351], [2.611, -5.067, 1.350], [-4.705, -0.268, -11.312], [-5.924, -0.252, -10.745], [-6.147, 0.317, -9.446], [-4.994, 0.745, -8.734], [-3.657, 0.464, -9.254], [-3.582, 0.005, -10.581], [-2.396, 0.709, -8.481], [-1.316, 0.360, -8.957], [-2.534, 1.191, -7.060], [-1.429, 1.390, -6.277], [-1.463, 1.936, -4.959], [-2.688, 2.325, -4.477], [-3.870, 1.972, -5.193], [-3.835, 1.501, -6.523], [-5.099, 1.381, -7.364], [-6.159, 1.734, -6.862], [-4.483, -0.775, -12.239], [-6.737, -0.704, -11.293], [-7.169, 0.405, -9.107], [-2.667, -0.248, -11.096], [-0.446, 1.224, -6.690], [-0.536, 2.277, -4.522], [-2.941, 2.831, -3.557], [-4.759, 2.448, -4.804]]}